No. 1
The following is a quantum chemistry calculation of the molecule C8H6N4 in a non-equilibrium geometry, from OMol25.

```
18
Properties=species:S:1:pos:R:3:forces:R:3:nbo_charge:R:1
C -2.47550 0.71160 -0.95563 0.8516 -0.4868 0.2366 0.398
C 2.45778 0.47954 -1.13355 -1.3578 -1.1282 1.7941 -0.247
C 1.12764 0.03525 -1.21473 1.5047 0.6072 -0.7935 -0.169
C 3.09995 0.55603 0.11939 -0.1115 -0.7417 -2.0617 -0.007
C 1.33548 -0.06838 1.22362 -2.3956 -1.1517 1.1166 0.079
C 0.63464 -0.35551 0.03332 -2.5725 0.2831 -1.0136 -0.255
C -3.04132 -0.47822 0.84034 1.0806 -0.6506 1.5955 -0.116
C -0.73838 -0.65206 0.17672 2.0887 0.9180 1.2289 0.403
N -3.15435 0.74673 0.13968 -1.2743 1.5237 -1.1665 -0.271
N 2.55181 0.31412 1.31288 0.9343 0.6711 -0.1999 -0.392
N -1.57271 0.39845 -1.64383 -1.2934 1.1711 -1.4908 -0.274
N -1.68397 -1.01904 0.82690 -1.2755 -2.1533 0.4475 -0.449
H 3.03748 0.49474 -1.99935 0.9168 0.7143 -1.2849 0.212
H 0.53674 0.06925 -2.16899 0.8822 -0.4737 1.3386 0.255
H 4.14503 0.54427 0.02581 1.4594 0.7128 0.5223 0.184
H 0.71986 -0.27694 2.10865 0.6733 0.1868 0.1301 0.183
H -3.72573 -1.22960 0.39548 0.1381 0.3611 0.4398 0.237
H -3.25445 -0.27024 1.91329 -0.2492 -0.3631 -0.8390 0.229
```
Forces are in eV/Å.

Values from the calculation:
Expectation value of S²: 2.053
DFT total energy (eV): -14347.1825
Maximum force (eV/A): 2.88
Spin multiplicity: 3
HOMO level (alpha / beta) (eV): -6.03 / -9.25
LUMO level (alpha / beta) (eV): 0.24 / -3.04

No. 2
The following is a quantum chemistry calculation of a structure of composition C3H6N2S2 in a non-equilibrium geometry, from OMol25.

```
13
Properties=species:S:1:pos:R:3:forces:R:3:nbo_charge:R:1
C 0.73626 -0.57757 0.10770 -2.6141 -1.1911 -0.2402 -0.159
C -1.83313 -0.19898 0.47143 -4.1609 -6.3344 3.7448 -0.559
C -1.38666 0.85827 -0.26736 0.8609 3.7138 -5.4308 -0.592
H 3.66464 -0.56825 -0.14978 0.9639 0.0721 -0.1961 0.361
H 2.52760 0.56050 -0.73121 1.7888 -1.0662 2.4674 0.327
H -1.82062 -0.24166 1.59174 0.7652 0.9321 -0.8134 0.247
H -2.94755 -0.59430 0.39611 2.0762 0.8884 -0.8827 0.252
H -1.95832 1.78368 -0.29429 0.3094 0.3205 0.6420 0.253
H -1.33002 0.55609 -1.40168 -0.5953 0.4936 1.9160 0.235
N 2.87394 -0.04599 0.16511 -1.9605 1.1203 -2.9483 -0.645
N 1.86993 -1.06271 0.12102 1.9094 -0.8547 0.6712 -0.298
S -0.72774 -1.51134 -0.12400 -0.3801 -2.1170 0.4614 0.272
S 0.33167 1.04225 0.11518 1.0371 4.0226 0.6088 0.307
```
Forces are in eV/Å.

Values from the calculation:
DFT total energy (eV): -27856.3716
Maximum force (eV/A): 8.45
Spin multiplicity: 1
HOMO level (eV): -8.45
LUMO level (eV): 0.56

No. 3
The following is a quantum chemistry calculation of a structure of composition C2H2I2S2 in a non-equilibrium geometry, from OMol25.

```
8
Properties=species:S:1:pos:R:3:forces:R:3:nbo_charge:R:1
C -0.00059 -1.39809 -1.02320 0.4778 -1.7340 -0.0398 -0.460
C 0.05139 -0.02142 -0.74196 0.4751 -0.1960 2.8510 -0.277
S 0.55529 -2.07355 -2.38657 -0.3102 0.3891 -0.1949 0.270
S -0.29928 0.71745 0.75688 -0.1262 -0.5773 0.0436 0.265
I -0.69626 -2.65634 0.50462 -0.1800 -0.4594 0.1672 0.220
I 3.43084 -0.74478 0.28024 -0.7785 0.1287 -0.2841 -0.466
H 0.27628 0.57668 -1.57105 0.2825 1.2633 -0.9051 0.262
H -0.38660 -0.40683 1.66041 0.1595 1.1856 -1.6379 0.185
```
Forces are in eV/Å.

Values from the calculation:
DFT total energy (eV): -39974.8624
Maximum force (eV/A): 2.90
Spin multiplicity: 1
HOMO level (alpha / beta) (eV): -7.95 / -7.92
LUMO level (alpha / beta) (eV): -3.85 / -3.83